Record 1
This record from OMol25 describes 2 unconnected molecules or ions with the total composition C2H6OS2. The level of theory is the ωB97M-V functional and the def2-TZVPD basis.

Its SMILES is C=O.CSS. Its charge is 0. Its spin multiplicity is 1.

Last column: natural (NBO) charge in e.
Cartesian coordinates (Å):
S: -1.73715 -2.67980 -1.09725  -0.16
S: -2.12368 -1.20231 0.35793  0.10
O: 2.87148 2.15243 0.00457  -0.49
C: 2.44519 1.21659 0.64407  0.26
C: -0.89103 0.10707 0.10159  -0.77
H: -2.88849 -2.63606 -1.93878  0.15
H: -0.01772 0.25760 0.75834  0.21
H: 2.17835 0.24045 0.18484  0.11
H: -1.44117 1.00689 0.26676  0.23
H: 2.12692 1.37079 1.67321  0.11
H: -0.52270 0.16637 -0.95526  0.24

***

Record 2
This record from OMol25 describes 2 unconnected molecules or ions with the total composition C2H6OS2. The level of theory is the ωB97M-V functional and the def2-TZVPD basis.

Its SMILES is C=CO.SS. Its charge is 0. Its spin multiplicity is 1.

Last column: natural (NBO) charge in e.
Cartesian coordinates (Å):
S: -1.37162 -0.86078 -2.73791  -0.13
S: -1.75218 -1.42012 -0.73284  -0.14
O: 1.60149 1.00680 3.27547  -0.68
C: 2.61287 2.38525 1.61443  -0.54
C: 2.66341 1.65918 2.70879  0.16
H: 3.43820 2.84213 1.10719  0.22
H: 0.88362 0.97185 2.62479  0.47
H: 3.50414 1.54097 3.36895  0.18
H: 1.65031 2.55970 1.13865  0.19
H: -2.84856 -2.12729 -0.89831  0.13
H: -2.32360 -1.66381 -3.22417  0.14

***

Record 3
This record from OMol25 describes 2 unconnected molecules or ions with the total composition C2H6P2S. The level of theory is the ωB97M-V functional and the def2-TZVPD basis.

Its charge is 0. Its spin multiplicity is 1.

Last column: natural (NBO) charge in e.
Cartesian coordinates (Å):
S: 2.48246 1.62823 0.46646  0.05
P: 1.20094 2.73144 1.37374  0.05
P: -3.30628 0.04414 -0.82097  0.44
C: 1.85284 -0.18831 0.37111  -0.78
C: -1.82011 -0.70660 -0.97540  -0.81
H: 1.86152 -0.66119 1.38796  0.23
H: -3.09426 0.35104 0.58794  -0.05
H: -1.07254 -0.87454 -0.23303  0.20
H: -1.51475 -1.25990 -1.95554  0.22
H: 2.55038 -0.88236 -0.03221  0.22
H: 0.85980 -0.18195 -0.17005  0.23

***

Record 4
This record from OMol25 describes 2 unconnected molecules or ions with the total composition C2H7BO. The level of theory is the ωB97M-V functional and the def2-TZVPD basis.

Its charge is 0. Its spin multiplicity is 1.

Last column: natural (NBO) charge in e.
Cartesian coordinates (Å):
O: 2.22180 -0.18272 0.18237  -1.03
C: -0.40278 1.53272 0.05981  -1.12
C: -0.53769 -1.32576 0.10570  -1.09
B: 0.00558 0.11239 0.50478  1.21
H: -1.42722 1.76006 0.08866  0.25
H: -0.07693 -1.45661 -0.84763  0.28
H: 2.23950 -1.00471 -0.37236  0.43
H: -1.67156 -1.27411 -0.04991  0.24
H: -0.12473 1.65119 -0.94888  0.29
H: -0.08059 2.38192 0.59824  0.27
H: -0.14538 -2.19435 0.67922  0.28

***

Record 5
This record from OMol25 describes a molecular structure, C2H7BaO3. The level of theory is the ωB97M-V functional and the def2-TZVPD basis.

Its charge is +1. Its spin multiplicity is 1.

Last column: Löwdin charge in e.
Cartesian coordinates (Å):
Ba: 2.60317 -0.06500 1.86413  1.91
O: 3.60514 -0.12435 -0.22533  -0.75
O: 0.69192 0.75537 0.25556  -0.36
O: -2.73899 -0.36633 -0.11704  -0.04
C: -1.34294 -0.48417 -0.26244  -0.26
C: -0.73496 0.80624 0.25760  -0.23
H: -0.95045 -1.33562 0.32011  0.12
H: 3.97680 -0.87903 -0.68313  -0.07
H: -1.04554 0.98106 1.29573  0.13
H: -1.02724 1.65929 -0.36860  0.14
H: 1.17587 0.88372 -0.68129  0.17
H: -1.05358 -0.63022 -1.31662  0.13
H: -3.15920 -1.20095 -0.33868  0.10

***

Record 6
This record from OMol25 describes 2 unconnected molecules or ions with the total composition C2H7ClN2O. The level of theory is the ωB97M-V functional and the def2-TZVPD basis.

Its charge is 0. Its spin multiplicity is 1.

Last column: natural (NBO) charge in e.
Cartesian coordinates (Å):
Cl: -1.74244 1.56855 0.36970  -0.10
O: 2.17743 0.42496 0.52630  -0.70
N: -0.77508 -0.02522 0.55555  -0.23
N: -1.50861 -1.02113 1.08802  -0.60
C: -0.23855 -0.36071 -0.70454  -0.32
C: 1.67805 0.58316 -0.73072  0.00
H: -1.78693 -0.83028 2.04150  0.37
H: 1.39829 1.59241 -1.01054  0.16
H: -0.70387 0.05060 -1.58776  0.20
H: -2.28083 -1.37829 0.52222  0.34
H: 1.54043 0.78208 1.16202  0.49
H: 2.23634 0.02500 -1.46261  0.17
H: 0.00578 -1.41113 -0.76914  0.21

***

Record 7
This record from OMol25 describes 2 unconnected molecules or ions with the total composition C2H7ClNOPS. The level of theory is the ωB97M-V functional and the def2-TZVPD basis.

Its charge is 0. Its spin multiplicity is 1.

Last column: natural (NBO) charge in e.
Cartesian coordinates (Å):
Cl: 1.89371 -2.34213 0.37592  -0.35
S: 2.43582 2.84433 0.27753  -0.07
P: 1.49026 -0.28582 0.12272  1.34
O: 1.88733 0.00032 -1.38574  -1.00
N: -0.28596 -0.34179 -0.10691  -0.77
C: -0.83096 0.98619 -0.41737  -0.45
C: -1.02479 -0.99904 0.93019  -0.43
H: -1.94943 -1.67819 0.70340  0.21
H: -0.29376 -1.67880 1.38961  0.21
H: -0.73354 1.28279 -1.49028  0.21
H: 1.29243 -0.32322 -2.08548  0.51
H: -1.43338 -0.25210 1.73620  0.18
H: -0.46920 1.85844 0.22979  0.21
H: -1.97852 0.92901 -0.27957  0.22

***

Record 8
This record from OMol25 describes 2 unconnected molecules or ions with the total composition C2H7FN2S. The level of theory is the ωB97M-V functional and the def2-TZVPD basis.

Its charge is 0. Its spin multiplicity is 1.

Last column: natural (NBO) charge in e.
Cartesian coordinates (Å):
S: -0.73285 -1.48918 1.03178  1.49
F: -1.99491 -1.61761 2.29647  -0.57
N: 0.27458 -0.43121 1.36890  -1.02
N: -1.91593 -0.64991 0.08967  -0.64
C: 2.26782 1.20265 -0.35190  -0.84
C: -2.24434 -0.78114 -1.10925  -0.01
H: 0.02133 0.52595 1.37457  0.39
H: 1.96573 0.23590 -0.62055  0.21
H: 1.79006 1.31745 0.57400  0.20
H: 3.46357 1.13245 -0.20210  0.21
H: 1.95659 1.99080 -1.06946  0.21
H: -2.89772 0.13540 -1.52921  0.19
H: -1.95394 -1.57155 -1.85293  0.17

***

Computed ΔE to the lowest compared entry with this formula, charge and spin (eV) in order:
0.946; 0.929; 2.587; 3.979; 0.125; 1.151; 3.917; 0.131